[1]
{"formula": "C2H4N4S", "method": "ωB97M-V/def2-TZVPD", "elements": ["S", "C", "C", "N", "N", "N", "N", "H", "H", "H", "H"], "coordinates": [[1.715, -0.023, -1.901], [1.183, -0.771, -0.319], [-0.137, -0.274, 0.149], [-1.285, -0.992, 0.098], [-2.219, -0.229, 0.583], [-1.627, 0.905, 0.908], [-0.321, 0.938, 0.657], [1.791, 1.212, -1.445], [1.052, -1.841, -0.509], [1.974, -0.604, 0.469], [-2.125, 1.679, 1.311]], "forces_ev_per_angstrom": [[-0.102, -0.679, -0.008], [0.541, -0.003, 0.569], [0.146, 0.518, 0.135], [0.034, 0.150, 0.059], [0.239, 0.342, 0.103], [0.378, -0.408, -0.287], [-0.592, -0.445, 0.013], [0.029, 0.549, 0.214], [0.312, 0.185, 0.032], [-0.889, -0.282, -0.874], [-0.095, 0.074, 0.044]], "smiles": "SCc1nn[nH]n1", "e_lumo_ev": 1.0, "de_lowest_ev": 1.271}

***

[2]
{"formula": "C3H5O3", "method": "ωB97M-V/def2-TZVPD", "elements": ["C", "C", "O", "H", "H", "H", "H", "O", "C", "O", "H"], "coordinates": [[-1.701, -0.932, -1.048], [-1.108, 0.180, -1.470], [-0.173, 0.709, -0.668], [-1.988, -1.640, -1.866], [-1.870, -1.180, 0.011], [-1.061, 0.545, -2.520], [0.778, 0.585, 0.052], [1.636, -0.087, 0.720], [1.831, 0.445, 1.906], [2.318, -0.099, 2.918], [1.339, 1.475, 1.965]], "forces_ev_per_angstrom": [[-1.972, -1.568, -1.386], [3.765, -0.291, 1.621], [-0.979, 2.737, -0.791], [-0.646, 0.625, 0.986], [0.716, -0.032, -0.703], [-0.326, -0.334, 0.557], [-0.137, -2.219, -0.067], [0.218, 1.577, 1.208], [-0.901, -0.989, 0.161], [-0.455, 1.093, -1.866], [0.716, -0.599, 0.280]], "e_lumo_ev": 4.3, "total_charge": -1, "de_lowest_ev": 1.618}

***

[3]
{"formula": "C8H10F5O2STeTl", "method": "ωB97M-V/def2-TZVPD", "elements": ["Tl", "F", "Te", "F", "F", "F", "F", "O", "C", "C", "C", "C", "C", "C", "C", "S", "C", "O", "H", "H", "H", "H", "H", "H", "H", "H", "H", "H"], "coordinates": [[0.792, -2.220, 1.793], [-1.500, -2.771, 3.223], [-0.728, -1.686, 4.699], [-1.470, -2.937, 5.935], [-2.522, -1.017, 4.692], [-0.578, -0.297, 3.281], [-0.555, -0.341, 6.044], [0.914, -2.254, 4.602], [-1.011, 3.578, -0.931], [-0.286, 2.285, -1.123], [1.077, 2.251, -1.396], [1.730, 1.046, -1.598], [1.013, -0.134, -1.530], [-0.339, -0.121, -1.233], [-0.986, 1.084, -1.047], [1.822, -1.730, -1.824], [1.006, -1.971, -3.460], [1.150, -2.667, -0.890], [-0.320, 4.412, -0.852], [-1.627, 3.535, -0.036], [-1.670, 3.758, -1.779], [1.630, 3.176, -1.445], [2.788, 1.025, -1.815], [-0.876, -1.056, -1.163], [-2.045, 1.101, -0.839], [-0.066, -1.840, -3.367], [1.227, -2.975, -3.805], [1.430, -1.236, -4.135]], "forces_ev_per_angstrom": [[0.126, -0.047, -0.041], [1.104, 0.533, 0.870], [-5.264, 1.972, 0.572], [0.851, 0.709, -0.771], [1.045, -0.450, -0.043], [0.402, -1.149, 0.901], [0.335, -1.019, -0.852], [1.380, -0.541, -0.562], [-0.018, -0.002, -0.013], [0.132, 0.009, -0.069], [-0.136, 0.039, 0.048], [0.066, -0.177, -0.080], [0.454, -0.186, -0.006], [-0.123, -0.113, -0.054], [0.113, -0.064, 0.054], [-0.746, 1.020, -1.111], [0.491, -0.094, 0.538], [-0.182, -0.722, 0.449], [0.008, 0.085, 0.039], [-0.039, 0.093, 0.063], [-0.078, 0.086, -0.042], [0.073, 0.091, -0.004], [0.147, 0.024, -0.009], [-0.102, -0.092, 0.022], [-0.131, -0.033, 0.074], [-0.079, 0.066, 0.162], [0.140, -0.146, -0.009], [0.030, 0.108, -0.127]], "e_lumo_ev": -0.5, "de_lowest_ev": 1.116}

***

Number 1: HOMO -9.4318 eV, energy -18933.280 eV, frontier orbital gap 10.387 eV. Number 2: HOMO -3.8433 eV, energy -9334.284 eV, frontier orbital gap 8.143 eV. Number 3: HOMO -9.9220 eV, energy -48962.427 eV, frontier orbital gap 9.385 eV.